A molecular structure, C40H73ClN4S. Source: the Open Molecules 2025 dataset; level of theory: the ωB97M-V functional and the def2-TZVPD basis.

As for the HOMO energy: -8.1 eV. The calculation puts the total energy at -2645.36225 Ha. For the largest force on an atom, the calculation gives 0.55 eV/Å. As for the net charge: 0.

```
119
C40H73ClN4S | the Open Molecules 2025 dataset | the ωB97M-V functional and the def2-TZVPD basis
N 4.53375 5.06344 -2.15444
C 3.13459 4.65027 -2.01218
C 2.68376 3.62789 -3.02663
C 2.52458 2.29754 -2.79895
C 2.84406 1.73591 -1.42289
C 3.57372 0.37952 -1.34717
C 4.66614 0.36381 -0.26908
Cl 6.24628 -0.16363 -0.92265
C 2.02156 1.43099 -3.85360
N 1.72228 0.10020 -3.51256
C 1.82562 1.85609 -5.13352
C 1.36164 0.96155 -6.21580
C 0.25014 1.28736 -7.00244
C -0.15294 0.44439 -8.02001
C 0.52566 -0.73643 -8.28850
C 1.62384 -1.06696 -7.50955
C 2.03567 -0.22119 -6.49101
C 2.05356 3.23373 -5.40071
N 1.90599 3.86351 -6.56811
S 2.24709 5.40582 -6.31355
N 2.60972 5.37297 -4.75235
C 2.45723 4.10819 -4.35118
H 4.61596 5.64935 -2.97605
H 5.11641 4.24965 -2.30971
H 2.96244 4.30567 -0.99495
H 2.51109 5.53383 -2.13632
H 1.92236 1.73695 -0.83366
H 3.49824 2.45847 -0.94211
H 2.86532 -0.41109 -1.10405
H 4.00723 0.12269 -2.30818
H 4.82670 1.34804 0.15836
H 4.43228 -0.33898 0.52339
H 1.33929 0.03273 -2.57931
H 1.05727 -0.30787 -4.15817
H -0.29534 2.20178 -6.82141
H -1.00764 0.70567 -8.62999
H 0.19784 -1.39604 -9.07975
H 2.16899 -1.98849 -7.65913
H 2.90239 -0.48371 -5.89746
C 0.22340 -1.90024 0.63950
C -0.84465 -1.50134 -0.37479
C -1.06142 0.00804 -0.46652
C -1.54094 0.67303 0.82404
C -2.84672 0.11378 1.38551
C -4.03788 0.28401 0.44775
H -0.04640 -1.59537 1.65142
H 0.36921 -2.98076 0.65072
H 1.18329 -1.43704 0.39544
H -1.78582 -2.00065 -0.13121
H -0.55427 -1.87183 -1.36210
H -1.76928 0.21887 -1.27267
H -0.11824 0.48148 -0.76704
H -1.66663 1.74429 0.63603
H -0.76267 0.59348 1.58854
H -3.06047 0.62716 2.32576
H -2.72682 -0.94296 1.63999
H -4.19910 1.33850 0.21335
H -4.95119 -0.09942 0.90407
H -3.89329 -0.25051 -0.49234
C -4.40557 2.39416 4.34269
C -3.40145 3.41356 3.81289
C -2.01167 3.27354 4.43120
C -1.96278 3.47571 5.94594
C -2.49156 4.82267 6.43466
C -1.70280 6.01564 5.90333
H -4.57693 2.50352 5.41458
H -5.37022 2.50274 3.84497
H -4.04926 1.37755 4.16407
H -3.78620 4.42441 3.97225
H -3.31016 3.29277 2.72935
H -1.33126 3.97716 3.94361
H -1.62367 2.27462 4.20324
H -0.92604 3.36042 6.27906
H -2.52343 2.67513 6.43765
H -2.45586 4.83149 7.52749
H -3.54606 4.93162 6.16650
H -0.65210 5.94535 6.19235
H -2.09617 6.95229 6.29995
H -1.74757 6.07719 4.81499
C 2.19283 -8.74172 -6.34034
C 2.52204 -7.99151 -7.62754
C 3.11497 -6.60352 -7.39033
C 2.19907 -5.63405 -6.64114
C 0.84022 -5.39637 -7.29819
C 0.93721 -4.78281 -8.69142
H 1.44177 -8.21715 -5.74794
H 1.80176 -9.73655 -6.55699
H 3.08483 -8.86056 -5.72175
H 1.62266 -7.91387 -8.24467
H 3.23716 -8.57843 -8.20944
H 3.39832 -6.16952 -8.35310
H 4.04558 -6.70815 -6.82380
H 2.71715 -4.67434 -6.54274
H 2.04177 -5.99358 -5.62070
H 0.25961 -4.72836 -6.65621
H 0.27670 -6.33184 -7.34896
H 1.45076 -3.82091 -8.65562
H -0.05710 -4.60665 -9.10554
H 1.46962 -5.43261 -9.38682
C -2.47297 -2.68314 10.10993
C -2.53332 -1.30744 10.76713
C -3.40625 -0.30745 10.01060
C -2.94032 0.00157 8.58682
C -1.51284 0.53522 8.47997
C -1.30098 1.85657 9.21205
H -2.03702 -2.63467 9.11103
H -1.86512 -3.37118 10.69873
H -3.47236 -3.11383 10.01917
H -1.52020 -0.91109 10.87739
H -2.92762 -1.41351 11.78093
H -3.46349 0.62036 10.58628
H -4.42904 -0.69455 9.96401
H -3.62550 0.73601 8.14994
H -3.03116 -0.89594 7.96887
H -1.27684 0.67568 7.42127
H -0.80256 -0.20861 8.85119
H -1.97900 2.62089 8.82570
H -0.28004 2.21643 9.07629
H -1.47445 1.76352 10.28503
```